96
Properties=species:S:1:pos:R:3:forces:R:3:mulliken_charge:R:1 method="wB97M-V/def2-TZVPD" total_energy_ha=-3145.92748 total_charge=-1 homo_lumo_gap_ev="4.9 / 4.4" lumo_energy_ev="0.289 / -0.260"
Sn -0.091012 0.573486 -0.135017 1.514 -0.289 -0.661 1.23
C 5.144268 1.219313 -0.278167 0.056 0.492 0.276 -1.62
C 4.829356 -0.098657 0.328790 -1.456 -0.387 0.138 0.87
C 5.752990 -1.117182 0.234179 1.025 -0.139 0.061 -0.73
C 5.502724 -2.415738 0.658690 -0.480 -0.196 -0.174 -1.18
C 4.193468 -2.713609 1.064764 0.796 0.278 -0.043 -0.47
C 3.238053 -1.723344 1.198190 -0.885 0.763 0.884 0.72
C 1.857358 -2.104308 1.812233 0.696 -0.081 -0.757 -0.51
C 3.540160 -0.368345 0.894272 1.259 -1.071 -0.717 -0.33
N 2.561189 0.602219 0.962184 -0.726 2.230 1.295 1.01
C 2.847468 1.767390 1.617889 2.002 -1.763 -1.604 -0.21
O 3.940485 2.090811 2.152572 -1.500 0.080 0.134 -0.79
C 1.742261 2.774512 1.561762 0.148 0.159 -0.920 0.56
C 1.858910 3.906590 2.422311 -0.307 0.590 0.162 -0.95
C 0.719025 4.669086 2.688438 -0.331 0.307 -0.101 -0.87
C -0.474053 4.234618 2.183260 0.297 -0.662 -0.764 -0.85
C -0.511707 3.219511 1.027848 -1.177 2.077 -0.062 0.44
N 0.795529 2.655222 0.659112 -0.640 -0.132 1.760 -0.07
C -1.003511 3.456143 -1.642235 0.277 -1.359 -0.699 -0.62
O -1.108208 4.166731 -2.631398 -0.281 0.814 0.322 -0.74
N -0.786965 2.126322 -1.702778 -0.165 0.378 2.672 0.77
C -0.958289 1.500223 -2.916378 -0.025 -1.097 -1.448 -0.60
C -2.243911 1.045461 -3.261536 -0.335 -0.315 -0.492 1.50
C -3.415073 0.902945 -2.301412 1.060 1.154 0.525 -0.89
C -2.488022 0.615854 -4.571990 0.474 0.193 0.195 -1.25
C -1.430923 0.478426 -5.450155 0.508 0.420 -0.155 -0.76
C -0.118161 0.763489 -5.055295 -0.959 -0.172 0.431 -1.05
C 0.143832 1.215526 -3.753737 -0.478 -0.179 -0.642 1.03
C 1.577964 1.347184 -3.315941 -0.347 0.874 0.653 -0.99
H 6.057372 1.147206 -0.850989 0.194 -0.043 -0.403 0.55
H 5.328482 1.939111 0.520470 -0.154 0.190 -0.103 0.29
H 4.330742 1.597758 -0.913752 0.158 -0.100 0.182 0.07
H 6.730519 -0.835797 -0.190059 -0.383 -0.359 0.236 0.31
H 6.292786 -3.180868 0.634676 -0.527 0.346 -0.113 0.33
H 3.902225 -3.722844 1.291436 0.059 -0.360 0.215 0.40
H 1.953031 -3.081373 2.276518 0.078 -0.209 -0.171 0.49
H 1.128133 -2.190053 0.985718 0.085 0.058 0.250 0.12
H 1.367876 -0.233530 2.535730 0.262 -0.263 -0.094 -0.21
H 2.820659 4.199661 2.817589 0.068 -0.448 0.005 0.50
H 0.776367 5.600702 3.271869 -0.063 -0.720 0.014 0.37
H -1.424800 4.603001 2.508187 -0.343 0.376 0.032 0.59
H -3.329748 -0.005501 -1.676956 0.032 0.405 -0.295 0.03
H -4.264901 0.817507 -2.945303 -0.877 -0.062 0.046 0.61
H -3.506087 1.802977 -1.643935 -0.119 -0.727 -0.359 0.00
H -3.506686 0.468773 -4.934527 0.221 -0.305 0.301 0.34
H -1.626325 0.160080 -6.461852 0.026 -0.029 -0.203 0.42
H 0.669332 0.654538 -5.788581 0.232 -0.167 0.184 0.47
H 1.935134 2.366301 -3.558875 0.066 -0.403 0.397 0.34
H 2.176211 0.633611 -3.850291 0.335 -0.309 -0.297 0.55
H 1.714446 1.125714 -2.232873 -0.039 0.385 -0.670 -0.27
N -1.726897 -2.692863 0.142399 0.045 0.145 -0.284 0.25
C -2.558981 -1.780501 0.622973 -0.036 -0.446 -0.087 -0.15
N -3.766340 -2.204973 1.056807 0.234 0.845 -0.329 -0.73
C -4.584267 -1.234410 1.459157 1.341 -0.540 0.236 0.16
N -5.782948 -1.638412 1.875040 -1.347 -0.862 0.313 -0.34
N -4.271015 0.078012 1.579521 0.363 0.488 -0.473 -0.73
C -3.039435 0.396918 1.169968 -0.337 -1.951 0.809 0.23
N -2.143790 -0.466618 0.669194 -1.374 0.205 0.613 1.30
C -2.604406 1.814936 1.321734 2.028 0.834 0.389 0.43
C -3.650746 2.779182 1.383889 -0.610 0.780 -0.215 -1.26
C -3.645693 3.977355 0.652745 1.002 -0.329 0.526 -0.40
C -2.563125 4.494780 -0.032804 -1.540 0.911 -0.952 -0.79
C -1.174811 4.069452 -0.230217 2.098 -0.364 1.476 0.66
N -1.301061 2.026115 1.353993 -1.444 -1.060 -1.513 0.26
H -2.101080 -3.623133 -0.042170 0.039 0.587 0.297 0.33
H -0.868110 -2.419385 -0.418091 -0.100 -0.149 0.023 -0.25
H -5.991156 -2.658675 1.892232 0.292 1.629 -0.062 0.28
H -6.435879 -0.942875 2.211160 0.156 -0.407 -0.053 0.24
H -4.548705 2.497742 1.934050 0.187 -0.141 -0.426 0.49
H -4.573474 4.537264 0.629450 0.086 0.033 -0.043 0.43
H -2.811355 5.356134 -0.684788 0.202 -0.456 0.516 0.39
H -0.572573 5.014774 -0.245623 -0.318 -0.716 -0.140 0.50
N 1.429498 -1.195584 2.851762 -0.837 0.645 1.217 -0.09
C 0.428004 -1.479067 3.799292 0.338 0.392 -0.885 0.36
C -0.405650 -0.423969 4.243828 1.075 0.258 -0.627 -0.21
C -1.471496 -0.675991 5.052191 0.097 0.189 0.274 -0.63
C -1.716827 -1.946623 5.517069 -0.498 -0.836 0.204 -0.54
C -0.886025 -2.999256 5.179038 0.612 0.436 0.029 -0.78
C 0.202917 -2.742514 4.343242 -0.101 -0.692 -0.018 -0.15
H -0.148249 0.611097 3.991971 -0.171 -0.367 -0.249 0.37
H -2.085078 0.141088 5.371853 -0.340 0.329 0.134 0.41
H -2.564090 -2.115572 6.144603 -0.436 -0.124 0.388 0.39
H -1.014571 -3.991214 5.622991 -0.048 0.347 -0.292 0.39
H 0.876491 -3.562355 4.127364 0.028 0.067 -0.203 0.35
F 1.840708 -5.722656 -5.247006 -0.205 0.119 0.204 -0.33
C 1.468956 -4.811952 -4.316316 -0.212 0.693 0.386 0.32
C 2.405246 -3.915375 -3.782062 -0.262 -0.448 -0.548 0.22
F 3.672181 -3.883090 -4.227617 0.049 -0.384 0.006 -0.33
C 2.021631 -3.026924 -2.824405 -1.130 0.858 1.182 -0.34
F 2.925004 -2.231753 -2.223152 0.248 -0.133 -0.278 -0.23
C 0.666685 -2.867344 -2.351675 1.302 -0.963 -0.685 0.59
O 0.411367 -2.160973 -1.324589 -0.442 0.615 -0.017 -0.17
C -0.270417 -3.620015 -3.102066 1.252 0.357 0.355 -0.33
F -1.549875 -3.314599 -2.948122 -1.331 -0.329 0.320 -0.34
C 0.126435 -4.636375 -3.941839 0.733 -0.593 -1.013 0.19
F -0.786977 -5.466653 -4.501633 -0.017 0.307 0.069 -0.34

***

24
Properties=species:S:1:pos:R:3:forces:R:3:mulliken_charge:R:1 method="wB97M-V/def2-TZVPD" total_energy_ha=-442.89153 total_charge=+1 homo_lumo_gap_ev=9.2 lumo_energy_ev=-5.060
C 0.444222 -0.301778 -0.637942 -0.062 0.077 0.059 0.50
C -0.827499 -0.404521 -0.835733 0.866 0.093 1.522 0.39
C 0.912912 -0.207981 -2.081318 0.115 0.035 -0.126 -0.82
C 1.223830 -0.287431 0.607209 -0.180 -0.164 0.555 -1.16
C -1.633010 -0.439835 -2.018034 -1.280 -0.159 -0.218 -0.54
C -0.397072 -0.199471 -2.953199 0.448 0.031 -0.118 -0.48
C 0.317977 0.012795 1.843853 0.052 0.353 -0.115 0.93
C 0.210444 1.513731 2.100560 0.087 -0.308 -0.026 -1.66
N -1.018724 -0.534614 1.617177 -0.173 0.042 -1.865 -0.46
O 0.930043 -0.658769 2.908297 0.263 -0.099 0.192 -0.58
H 1.496505 0.699188 -2.230514 0.015 0.003 0.020 0.35
H 1.545657 -1.065504 -2.308604 0.001 -0.004 -0.001 0.36
H 1.684218 -1.268141 0.768961 0.021 0.070 -0.088 0.45
H 2.027427 0.445342 0.558353 0.072 -0.022 -0.004 0.39
H -2.120518 -1.397098 -2.197497 0.039 0.002 0.010 0.29
H -2.371366 0.358926 -2.085099 0.068 -0.039 -0.008 0.27
H -0.503569 0.761031 -3.451085 -0.070 -0.019 0.096 0.30
H -0.343632 -0.972458 -3.716713 -0.134 -0.002 0.107 0.32
H -0.217404 2.026816 1.245115 -0.084 0.095 -0.114 0.41
H 1.198511 1.921452 2.296958 0.059 0.015 -0.022 0.40
H -0.414017 1.700109 2.973004 -0.097 0.040 0.054 0.49
H -1.789281 0.028811 1.951370 0.067 -0.071 0.150 0.24
H -1.096142 -1.506431 1.894819 -0.037 0.063 0.051 0.25
H 0.740487 -0.224169 3.750062 -0.055 -0.033 -0.112 0.36

***

19
Properties=species:S:1:pos:R:3:forces:R:3:mulliken_charge:R:1 method="wB97M-V/def2-TZVPD" total_energy_ha=-941.25270 total_charge=+1 homo_lumo_gap_ev=8.4 lumo_energy_ev=-4.608
C 0.310866 0.691660 -1.779440 -0.543 -0.235 -0.769 0.47
C -0.763381 0.227935 0.355961 -2.281 -2.204 0.678 0.10
C 4.351185 0.843682 -0.400277 -0.724 0.140 -0.142 0.65
N -0.467137 -0.335857 -2.319124 1.074 3.688 -2.071 -0.43
N 0.197998 0.702791 -0.360304 3.607 2.188 0.924 -0.13
N -2.678535 -1.377046 2.827752 -0.546 1.175 -0.530 -0.38
N 1.031044 1.629528 -2.234260 -0.769 -0.837 0.557 -0.57
N -0.764722 0.109877 1.675119 -1.157 1.324 0.989 -0.33
O 5.303283 0.524623 -0.931569 1.780 -0.503 -0.685 -0.30
O 3.349319 1.151994 0.078332 -1.168 0.362 0.879 -0.41
S -3.039113 -2.605722 3.499310 -1.373 -2.155 1.138 0.14
H -0.630806 -1.049487 -1.746450 -0.738 -3.421 2.910 0.16
H -0.391418 -0.692883 -3.248850 0.388 0.662 -0.681 0.25
H 1.087946 1.276174 0.032350 -2.702 -1.701 -0.768 0.32
H 1.034899 1.640354 -3.231837 0.293 -0.012 -0.899 0.26
H -1.651174 -0.299783 -0.199426 1.703 1.353 1.153 0.36
H -0.104002 0.625035 2.257986 0.273 -0.203 -0.618 0.23
H -1.654667 -0.087867 2.268155 1.436 -0.401 -1.798 0.44
H -4.521586 -2.975010 3.456571 1.449 0.779 -0.268 0.16